(1)
Computed, not measured: a cluster of 2 separate species, C4H9NOS in total, with the ωB97M-V functional and the def2-TZVPD basis.

Summary:
- LUMO (spin up / spin down): 0.24 / 0.24 eV
- HOMO (spin up / spin down): -7.302 / -7.303 eV

Geometry as XYZ:
```
16
C4H9NOS | the Open Molecules 2025 dataset | the ωB97M-V functional and the def2-TZVPD basis
C 0.856 0.627 0.443
C 1.101 1.912 -0.103
C 0.615 -1.341 1.814
C -1.463 -0.434 -1.362
N 1.243 -0.232 1.202
O -1.386 2.139 -0.603
S -1.705 0.809 0.021
H 0.140 2.450 -0.313
H 1.742 1.793 -1.097
H 1.540 2.498 0.612
H 0.856 -1.384 2.883
H 1.042 -2.311 1.348
H -0.467 -1.445 1.602
H -1.085 0.265 -2.096
H -2.436 -0.757 -1.634
H -0.893 -1.259 -1.080
```

For each atom in turn, the Mulliken charge in e is: 0.598, -0.926, -0.683, -0.805, -0.391, -0.653, 0.217, 0.324, 0.246, 0.378, 0.306, 0.261, 0.237, 0.269, 0.308, 0.315

=====

(2)
Computed, not measured: a cluster of 3 separate species, C4H9NOS in total, with the ωB97M-V functional and the def2-TZVPD basis.

Summary:
- LUMO: -4.39 eV
- HOMO: -8.382 eV

Geometry as XYZ:
```
16
C4H9NOS | the Open Molecules 2025 dataset | the ωB97M-V functional and the def2-TZVPD basis
O -0.066 -2.684 0.485
C 0.050 -1.697 1.305
C -0.493 -0.423 1.124
C -0.287 -0.820 -1.940
C 0.797 0.000 -1.956
S 0.738 3.216 0.190
N -0.207 0.692 2.153
H 0.678 -1.821 2.238
H -1.279 -0.193 0.402
H -1.068 -0.890 -2.777
H -0.362 -1.533 -1.061
H 1.674 0.058 -1.259
H 1.050 0.636 -2.844
H -0.378 2.964 -0.445
H -1.086 0.912 2.570
H 0.237 1.583 1.815
```

For each atom in turn, the Mulliken charge in e is: -0.521, 0.162, -0.180, -0.528, -0.369, -0.371, -0.388, 0.318, 0.455, 0.237, 0.253, 0.242, 0.240, 0.102, 0.296, 0.053

=====

Which structure is most stable? (1), by 0.1271 hartree over the runner-up.

=====

(1)
Computed, not measured: a cluster of 2 separate species, C4H9NOS in total, with the ωB97M-V functional and the def2-TZVPD basis.

Summary:
- LUMO: -3.64 eV
- HOMO: -7.287 eV

Geometry as XYZ:
```
16
C4H9NOS | the Open Molecules 2025 dataset | the ωB97M-V functional and the def2-TZVPD basis
C -1.386 0.764 -0.735
C -0.530 -0.359 -1.345
C 0.954 0.110 -1.403
S 1.101 1.399 -2.574
C 0.439 -0.520 1.690
N 0.682 -0.185 3.026
O 1.025 -1.455 1.250
H -0.949 1.694 -1.103
H -2.431 0.787 -1.046
H -0.599 -1.262 -0.738
H -0.841 -0.578 -2.364
H 1.268 0.388 -0.374
H 1.697 -0.669 -1.633
H -1.409 0.673 0.349
H -0.039 0.263 3.561
H 1.018 -1.050 3.439
```

For each atom in turn, the Mulliken charge in e is: -0.839, -0.359, -0.591, -0.160, 0.190, -0.418, -0.310, 0.256, 0.321, 0.271, 0.376, 0.161, 0.339, 0.202, 0.266, 0.295

=====

(2)
Computed, not measured: an isolated molecule of C4H9NOS, with the ωB97M-V functional and the def2-TZVPD basis.

Summary:
- LUMO: 0.74 eV
- Structure (SMILES): CNC(=O)CSC
- HOMO: -8.897 eV

Geometry as XYZ:
```
16
C4H9NOS | the Open Molecules 2025 dataset | the ωB97M-V functional and the def2-TZVPD basis
O 2.133 -0.751 -0.178
S -0.986 1.251 -1.394
C 1.216 0.016 -0.245
N 0.592 0.388 0.913
C -2.024 -0.171 -1.074
C 0.587 0.504 -1.563
C 0.797 -0.244 2.211
H -0.319 0.781 0.606
H -1.449 -0.722 -0.404
H -2.939 -0.117 -0.560
H -2.178 -0.708 -2.026
H 1.262 1.258 -1.848
H 0.600 -0.345 -2.187
H 1.396 0.479 2.880
H -0.096 -0.450 2.769
H 1.409 -1.170 2.100
```

For each atom in turn, the Mulliken charge in e is: -0.629, -0.205, 0.536, -0.166, -0.900, -0.508, -0.890, 0.191, 0.305, 0.376, 0.289, 0.364, 0.343, 0.256, 0.320, 0.318

=====

Which structure is most stable? (2), by 0.1748 hartree over the runner-up.

=====

(1)
Computed, not measured: an isolated molecule of C4H9NOS, with the ωB97M-V functional and the def2-TZVPD basis.

Summary:
- LUMO: 0.81 eV
- Structure (SMILES): CNC(=O)CCS
- HOMO: -9.100 eV

Geometry as XYZ:
```
16
C4H9NOS | the Open Molecules 2025 dataset | the ωB97M-V functional and the def2-TZVPD basis
C -0.642 -0.045 -0.961
C -0.890 1.318 -0.135
S -1.666 2.546 -1.054
C 0.825 -0.343 -0.679
N 1.367 -0.831 0.549
C 0.496 -1.540 1.575
O 1.666 -0.009 -1.474
H -1.318 -0.817 -0.672
H -0.836 0.147 -2.018
H -1.519 1.038 0.662
H 0.022 1.609 0.425
H -0.791 3.188 -1.910
H 2.260 -1.361 0.349
H -0.544 -1.047 1.457
H 0.583 -2.549 1.296
H 0.988 -1.303 2.589
```

For each atom in turn, the Mulliken charge in e is: -0.723, -0.483, -0.286, 0.401, -0.245, -0.669, -0.598, 0.395, 0.369, 0.240, 0.405, 0.147, 0.287, 0.234, 0.303, 0.223

=====

(2)
Computed, not measured: an isolated molecule of C4H9NOS, with the ωB97M-V functional and the def2-TZVPD basis.

Summary:
- LUMO: 0.79 eV
- Structure (SMILES): C=[S@@](N)(=O)C1CC1
- HOMO: -8.243 eV

Geometry as XYZ:
```
16
C4H9NOS | the Open Molecules 2025 dataset | the ωB97M-V functional and the def2-TZVPD basis
C 2.371 -0.437 1.034
C -1.699 0.333 -0.563
C -1.869 -1.014 0.040
C -0.870 -0.076 0.573
N 1.140 1.438 -0.609
O 0.940 -1.079 -1.118
S 1.073 -0.178 0.004
H 2.457 -1.409 1.217
H 2.443 0.326 1.664
H -1.197 0.441 -1.444
H -2.402 1.018 -0.610
H -2.770 -1.176 0.806
H -1.467 -1.831 -0.422
H -1.047 0.417 1.501
H 0.872 1.350 -1.582
H 2.025 1.878 -0.491
```

For each atom in turn, the Mulliken charge in e is: -1.157, -0.882, -0.376, -0.119, -0.581, -0.638, 0.922, 0.400, 0.402, 0.228, 0.398, 0.206, 0.304, 0.347, 0.259, 0.285

=====

Which structure is most stable? (1), by 0.1556 hartree over the runner-up.

=====

(1)
Computed, not measured: a structure of composition C4H9NOS, with the ωB97M-V functional and the def2-TZVPD basis.

Summary:
- LUMO: 0.70 eV
- HOMO: -9.094 eV

Geometry as XYZ:
```
16
C4H9NOS | the Open Molecules 2025 dataset | the ωB97M-V functional and the def2-TZVPD basis
C -1.878 0.076 1.017
C -2.065 0.072 -0.515
C -1.396 -0.998 0.235
C 2.825 0.127 -0.747
N 0.490 -1.123 -0.146
O 0.446 1.489 -0.089
S 1.169 0.238 0.071
H -1.336 0.762 1.530
H -2.900 -0.201 1.582
H -2.992 -0.239 -1.062
H -1.392 0.923 -0.911
H -1.946 -1.941 0.255
H 2.730 0.494 -1.824
H 3.328 0.761 -0.130
H 3.239 -0.858 -0.819
H 1.678 0.419 1.551
```

For each atom in turn, the Mulliken charge in e is: -0.523, -0.324, 0.012, -0.880, -0.563, -0.598, 0.620, 0.272, 0.179, 0.239, 0.188, 0.300, 0.303, 0.357, 0.312, 0.105

=====

(2)
Computed, not measured: an isolated molecule of C4H9NOS, with the ωB97M-V functional and the def2-TZVPD basis.

Summary:
- LUMO: 0.75 eV
- Structure (SMILES): O=CNCCCS
- HOMO: -9.077 eV

Geometry as XYZ:
```
16
C4H9NOS | the Open Molecules 2025 dataset | the ωB97M-V functional and the def2-TZVPD basis
C 1.696 -0.236 -0.225
N 0.693 -0.861 -1.156
C 0.049 0.031 -2.075
O -0.877 -0.298 -2.852
C 1.251 0.693 0.885
C 0.288 -0.027 1.883
S -1.541 0.390 1.474
H 2.369 0.350 -0.943
H 2.283 -1.081 0.278
H 0.297 -1.803 -1.307
H 0.690 1.012 -2.142
H 0.798 1.610 0.578
H 2.145 0.920 1.509
H 0.399 0.119 3.003
H 0.378 -1.077 1.660
H -2.241 -0.636 1.865
```

For each atom in turn, the Mulliken charge in e is: -0.882, -0.094, 0.135, -0.558, -0.550, -0.576, -0.256, 0.351, 0.399, 0.247, 0.229, 0.445, 0.285, 0.374, 0.335, 0.116

=====

(3)
Computed, not measured: a cluster of 2 separate species, C4H9NOS in total, with the ωB97M-V functional and the def2-TZVPD basis.

Summary:
- LUMO: -4.54 eV
- HOMO: -7.513 eV

Geometry as XYZ:
```
16
C4H9NOS | the Open Molecules 2025 dataset | the ωB97M-V functional and the def2-TZVPD basis
O 0.664 -0.943 2.297
C 1.070 0.070 1.541
N 1.708 0.175 -1.538
C 1.577 -0.300 -0.105
C 0.326 0.584 0.385
S -3.970 -0.341 -0.780
C -0.989 0.112 -0.141
H 2.616 0.002 -0.389
H 2.247 1.050 -1.713
H 1.313 -1.344 -0.117
H 0.453 1.646 0.302
H 1.528 0.870 2.117
H -4.364 -1.640 -0.864
H -1.123 0.163 -1.205
H -1.811 0.820 0.199
H -1.245 -0.923 0.012
```

For each atom in turn, the Mulliken charge in e is: -0.600, 0.016, -0.549, -0.473, 0.272, -0.341, -1.496, 0.311, 0.281, 0.350, 0.442, 0.385, 0.109, 0.553, 0.346, 0.393

=====

Which structure is most stable? (2), by 0.1910 hartree over the runner-up.

=====

(1)
Computed, not measured: an isolated molecule of C4H9NOS, with the ωB97M-V functional and the def2-TZVPD basis.

Summary:
- LUMO: 0.73 eV
- Structure (SMILES): OC[C@@H](S)[C@@H]1CN1
- HOMO: -8.801 eV

Geometry as XYZ:
```
16
C4H9NOS | the Open Molecules 2025 dataset | the ωB97M-V functional and the def2-TZVPD basis
C 1.712 -0.399 0.474
C 0.366 0.319 0.527
C -0.934 -0.537 0.396
C -1.453 -0.608 -0.937
H 2.408 -0.066 -1.465
H 1.819 -1.239 1.248
H 2.522 0.066 0.787
H 0.151 0.775 1.562
H -0.609 2.455 0.021
H -0.997 -1.231 1.329
H -0.827 -0.149 -1.688
H -2.314 -1.403 -1.117
H -2.881 0.553 0.098
N -1.834 0.499 -0.071
O 2.155 -0.883 -0.818
S 0.716 1.845 -0.347
```

For each atom in turn, the Mulliken charge in e is: -1.012, 0.046, -0.033, -0.269, 0.356, 0.321, 0.579, 0.226, 0.147, 0.284, 0.206, 0.240, 0.224, -0.549, -0.549, -0.217

=====

(2)
Computed, not measured: a cluster of 2 separate species, C4H9NOS in total, with the ωB97M-V functional and the def2-TZVPD basis.

Summary:
- LUMO: -0.47 eV
- HOMO: -9.319 eV

Geometry as XYZ:
```
16
C4H9NOS | the Open Molecules 2025 dataset | the ωB97M-V functional and the def2-TZVPD basis
C -0.437 1.545 -0.313
C -0.544 -0.681 -1.044
C -1.831 0.226 1.072
C -0.973 0.374 -0.092
N 2.579 -1.473 0.101
O 3.830 0.447 -0.578
S 3.164 -0.167 0.530
H -0.749 2.422 0.240
H 2.034 -2.005 0.887
H 0.319 1.540 -1.229
H 0.547 -0.900 -0.949
H -0.749 -0.443 -2.216
H -1.037 -1.656 -0.895
H -1.674 1.089 1.839
H -2.884 0.227 0.804
H -1.595 -0.546 1.843
```

For each atom in turn, the Mulliken charge in e is: -0.940, -1.186, -1.111, 0.995, -0.437, -0.422, 0.537, 0.334, 0.304, 0.213, 0.244, 0.275, 0.337, 0.297, 0.264, 0.297

=====

Which structure is most stable? (2), by 0.0473 hartree over the runner-up.

=====

(1)
Computed, not measured: an isolated molecule of C4H9NOS, with the ωB97M-V functional and the def2-TZVPD basis.

Summary:
- LUMO: 0.75 eV
- Structure (SMILES): CNC(=O)CCS
- HOMO: -9.035 eV

Geometry as XYZ:
```
16
C4H9NOS | the Open Molecules 2025 dataset | the ωB97M-V functional and the def2-TZVPD basis
C 0.225 -0.181 -0.493
C 1.474 0.258 -1.208
S 2.111 -1.235 -2.124
C -0.418 1.001 0.208
N -1.342 0.715 1.165
C -1.691 -0.631 1.618
O -0.223 2.164 -0.105
H -0.444 -0.680 -1.196
H 0.463 -0.876 0.315
H 1.392 0.988 -1.972
H 2.299 0.518 -0.561
H 3.258 -0.716 -2.569
H -1.761 1.503 1.631
H -2.610 -0.584 2.194
H -1.821 -1.308 0.781
H -0.911 -0.934 2.317
```

For each atom in turn, the Mulliken charge in e is: -0.731, -0.621, -0.258, 0.449, -0.154, -0.875, -0.650, 0.381, 0.423, 0.393, 0.349, 0.120, 0.255, 0.309, 0.295, 0.315

=====

(2)
Computed, not measured: an isolated molecule of C4H9NOS, with the ωB97M-V functional and the def2-TZVPD basis.

Summary:
- LUMO: 0.78 eV
- Structure (SMILES): CN[C@H](C=O)CS
- HOMO: -8.765 eV

Geometry as XYZ:
```
16
C4H9NOS | the Open Molecules 2025 dataset | the ωB97M-V functional and the def2-TZVPD basis
C 2.811 -0.277 -0.861
N 1.760 0.222 0.018
C 0.408 -0.134 -0.330
C -0.241 -0.732 0.955
S -2.080 -1.069 0.917
C -0.447 1.012 -0.822
O -0.121 2.164 -0.807
H 2.510 -0.527 -1.884
H 3.612 0.462 -0.884
H 3.247 -1.204 -0.479
H 1.887 1.197 0.228
H 0.366 -0.913 -1.095
H 0.061 -1.767 1.101
H 0.065 -0.156 1.814
H -2.573 0.089 1.434
H -1.409 0.639 -1.202
```

For each atom in turn, the Mulliken charge in e is: -0.884, -0.335, 0.332, -1.004, -0.234, -0.124, -0.495, 0.294, 0.320, 0.269, 0.313, 0.284, 0.336, 0.407, 0.141, 0.379

=====

Which structure is most stable? (1), by 0.0421 hartree over the runner-up.

=====

(1)
Computed, not measured: an isolated molecule of C2H3N3O2, with the ωB97M-V functional and the def2-TZVPD basis.

Summary:
- LUMO: 0.51 eV
- Structure (SMILES): Nn1cnoc1=O
- HOMO: -9.881 eV

Geometry as XYZ:
```
10
C2H3N3O2 | the Open Molecules 2025 dataset | the ωB97M-V functional and the def2-TZVPD basis
C -1.291 -0.109 0.266
C 0.853 -0.239 0.857
H 1.003 -0.049 -1.881
H 0.501 1.586 -1.538
H -2.124 -0.046 -0.318
N 0.244 0.452 -1.380
N 0.019 0.117 -0.121
N -1.319 -0.684 1.451
O 0.054 -0.735 1.811
O 2.061 -0.293 0.854
```

For each atom in turn, the Mulliken charge in e is: -0.045, 0.658, 0.279, 0.270, 0.437, -0.965, 0.446, -0.282, -0.208, -0.590

=====

(2)
Computed, not measured: an isolated molecule of C2H3N3O2, with the ωB97M-V functional and the def2-TZVPD basis.

Summary:
- LUMO: 0.58 eV
- Structure (SMILES): [H]/N=c1/[nH]oc(=O)[nH]1
- HOMO: -9.927 eV

Geometry as XYZ:
```
10
C2H3N3O2 | the Open Molecules 2025 dataset | the ωB97M-V functional and the def2-TZVPD basis
N -1.908 0.056 0.045
C -0.644 0.039 0.189
N -0.166 -1.249 0.126
O 1.174 -1.193 -0.366
C 1.599 0.096 -0.151
O 2.719 0.482 -0.315
N 0.483 0.839 0.265
H -0.982 -1.627 -0.402
H -2.487 0.764 0.445
H 0.496 1.846 0.194
```

For each atom in turn, the Mulliken charge in e is: -0.656, 0.417, -0.188, -0.222, 0.433, -0.504, -0.078, 0.313, 0.229, 0.255

=====

(3)
Computed, not measured: an isolated molecule of C2H3N3O2, with the ωB97M-V functional and the def2-TZVPD basis.

Summary:
- LUMO (spin up / spin down): -0.08 / -1.22 eV
- HOMO (spin up / spin down): -9.543 / -7.152 eV

Geometry as XYZ:
```
10
C2H3N3O2 | the Open Molecules 2025 dataset | the ωB97M-V functional and the def2-TZVPD basis
C 0.101 0.680 -0.885
C -0.758 -1.143 0.578
N 0.606 1.198 0.259
N 1.122 0.824 1.439
N -0.572 -0.620 -0.597
O 0.002 1.108 -2.002
O 1.839 1.785 0.575
H -1.003 -2.188 0.708
H -0.341 -0.507 1.334
H -0.996 -1.137 -1.409
```

For each atom in turn, the Mulliken charge in e is: 0.471, -0.477, 0.376, -0.436, -0.083, -0.544, -0.249, 0.272, 0.403, 0.266

=====

(4)
Computed, not measured: an isolated molecule of C2H3N3O2, with the ωB97M-V functional and the def2-TZVPD basis.

Summary:
- LUMO: 0.20 eV
- Structure (SMILES): O=c1nc(O)[nH][nH]1
- HOMO: -9.928 eV

Geometry as XYZ:
```
10
C2H3N3O2 | the Open Molecules 2025 dataset | the ωB97M-V functional and the def2-TZVPD basis
C 0.492 0.413 0.665
C -1.252 -0.718 0.332
H 2.336 0.684 0.571
H -0.980 -0.874 -1.765
H 0.714 0.914 -1.276
N -0.461 0.001 1.354
N -0.813 -0.317 -0.887
N 0.513 0.161 -0.674
O 1.542 1.239 1.120
O -2.091 -1.503 0.559
```

For each atom in turn, the Mulliken charge in e is: 0.552, 0.379, 0.388, 0.292, 0.236, -0.430, -0.131, -0.285, -0.497, -0.502

=====

Which structure is most stable? (4), by 0.0142 hartree over the runner-up.